1.
Computed, not measured: a gas-phase ion, C6H10N (charge +1) in a non-equilibrium geometry, with ωB97M-V/def2-TZVPD.

Each line ends with the Mulliken charge.
Geometry (Å):
1 N -0.87032 1.53881 1.40349  -0.312
2 C -0.01843 -0.74800 0.44632  -0.670
3 C -0.59985 0.54440 0.15367  1.253
4 C 0.66857 0.25830 -0.38275  -0.835
5 C 1.41035 -0.95395 0.20936  0.314
6 C -1.87035 0.86626 -0.81244  -1.746
7 C 1.94974 -1.96987 -0.83032  -1.009
8 H -1.12837 1.01111 2.23090  0.365
9 H -1.79502 1.87177 -1.04904  0.586
10 H -1.60683 2.12964 0.86447  0.403
11 H -1.69252 0.20375 -1.61916  0.395
12 H 2.12269 -2.80205 -0.15044  0.318
13 H 1.11954 -1.95074 -1.59107  0.314
14 H -2.71807 0.57103 -0.37016  0.497
15 H -0.01652 2.06248 1.65445  0.359
16 H 2.10843 -0.95221 0.98934  0.447
17 H 2.93693 -1.68074 -1.14663  0.320

Results
energy relative to the best compared isomer or geometry (same formula, charge and spin)	494.35	kJ/mol
charge	+1
SMILES	C[C@H]1C2=C1[C@@]2(C)[NH3+]
E	-7861.2246	eV

2.
Computed, not measured: a molecular structure, C32H53BCl2F2IN6O7 in a non-equilibrium geometry, with ωB97M-V/def2-TZVPD.

Each line ends with the Mulliken charge.
Geometry (Å):
1 I -4.66785 -1.17160 -1.78764  0.301
2 Cl 1.70017 1.59207 -6.14080  0.008
3 Cl 0.83549 3.03814 -2.24435  -0.186
4 F 1.73829 -1.71808 -0.25973  -0.125
5 F -0.95868 1.22246 -1.08303  -0.219
6 O 0.89757 -2.52577 -2.14543  -0.375
7 O 5.06433 1.58211 1.21954  -0.545
8 O -1.96793 -2.66199 -2.86313  -0.475
9 O -5.36884 -0.24002 2.34683  -0.620
10 O -0.01428 0.08002 0.57681  -0.444
11 O -3.78812 0.04185 -5.48079  -0.638
12 O -2.68786 -0.83067 -1.77525  -0.679
13 N -0.78613 0.63624 -6.92304  -0.418
14 N -2.93995 -2.21977 -5.83466  -0.396
15 N -5.42790 -1.36052 2.97799  0.509
16 N 0.66529 0.75156 -5.08918  0.196
17 N 4.97632 1.08790 2.40401  0.472
18 N 0.61877 -0.29642 -1.62106  0.899
19 C -1.77942 3.35363 -9.19985  -1.428
20 C -0.52103 0.32137 -5.60300  -0.820
21 C 5.47168 3.40332 3.05985  -1.953
22 C -3.33509 -1.73504 1.75200  -2.074
23 C 3.18851 2.13075 -1.20041  -1.611
24 C 4.65595 -0.99130 1.12367  -2.134
25 C 2.37880 1.00327 -3.32044  -1.803
26 C 1.04221 0.55639 -3.79134  0.768
27 C -4.19985 -3.53769 3.14804  -1.708
28 C -1.42099 1.97503 -7.11588  -0.449
29 C 5.19148 1.73556 4.83073  -1.829
30 C -4.07982 -2.00755 3.04915  1.932
31 C -5.35961 -0.63409 5.34915  -1.239
32 C 5.24406 -0.38607 2.39106  1.862
33 C -4.03812 -1.37888 5.53669  -0.566
34 C -0.13510 0.30378 -0.57323  0.356
35 C 5.71445 1.93804 3.39676  1.734
36 C 6.75082 -0.66054 2.42081  -1.252
37 C -7.42684 -0.33323 3.96815  -1.848
38 C 4.52782 -1.09291 3.55400  -1.619
39 C 7.50880 0.13278 3.48279  -0.516
40 C 1.05336 -1.63496 -1.38996  0.260
41 C -6.22638 -1.22965 4.24039  1.672
42 C 2.43842 2.31438 -2.49452  0.597
43 C -1.39510 -0.38174 -4.79440  0.854
44 C 7.20901 1.62429 3.34824  -1.249
45 C -6.79686 -2.58233 4.70540  -1.837
46 C 0.16909 -0.11125 -2.98035  -0.454
47 C -1.95575 -1.48712 -2.66299  0.092
48 C -2.12735 2.06037 -8.46662  -0.309
49 C -3.26895 -1.44023 4.21801  -1.265
50 C -1.03028 -0.61445 -3.47710  0.362
51 B -2.78376 -0.89243 -5.40431  0.691
52 H 2.99082 3.03348 -3.09028  0.568
53 H 4.74549 -2.07628 1.18296  0.465
54 H -2.50343 3.58732 -9.97082  0.394
55 H -5.14554 0.41344 5.11567  0.375
56 H 7.25620 -0.22799 4.48307  0.311
57 H 2.76863 0.19147 -2.71071  0.340
58 H -6.07301 -3.21219 5.21568  0.369
59 H 3.06229 1.11895 -4.14872  0.755
60 H 4.10127 1.71945 4.85207  0.397
61 H 7.17227 -0.41456 1.44076  0.369
62 H -3.85532 -2.62123 -5.67778  0.243
63 H -3.19917 2.08189 -8.27976  0.320
64 H -7.13182 0.68586 3.73155  0.371
65 H 4.40406 3.62688 3.03515  0.434
66 H -2.94530 -0.42659 3.96128  0.365
67 H -2.25037 -2.88257 -5.50504  0.257
68 H 5.90221 3.68011 2.10060  0.359
69 H -4.20851 -2.38511 5.92842  0.308
70 H 5.17795 -0.65666 0.22866  0.389
71 H 4.71183 -0.65682 4.52858  0.273
72 H 5.93488 4.02229 3.82667  0.444
73 H 3.60019 -0.73621 1.02495  0.449
74 H -1.35818 -0.08801 -7.33957  0.523
75 H 3.44898 -1.08564 3.39225  0.338
76 H 8.58006 -0.03333 3.36089  0.402
77 H 5.56389 0.83458 5.31047  0.370
78 H 6.90578 -1.73108 2.56465  0.421
79 H -3.94104 -2.02961 0.89458  0.302
80 H 7.62241 1.98474 2.40105  0.375
81 H -3.08089 -0.68266 1.63697  0.478
82 H -4.28852 0.02168 -6.30160  0.306
83 H -3.43389 -0.86013 6.28242  0.400
84 H -1.77436 4.17210 -8.48181  0.373
85 H -1.88572 1.19054 -9.07245  0.330
86 H -2.40561 -2.30625 1.74344  0.419
87 H 4.14610 1.65765 -1.41513  0.328
88 H -7.21729 -3.13941 3.86732  0.384
89 H 5.52500 2.56650 5.45082  0.468
90 H -8.05367 -0.30434 4.85831  0.434
91 H 7.70615 2.18666 4.14092  0.381
92 H -7.59751 -2.40293 5.42171  0.470
93 H 3.41537 3.08345 -0.73622  0.498
94 H -2.36122 -2.03512 4.33381  0.444
95 H -4.56943 -3.94801 2.20695  0.369
96 H -0.77438 3.30618 -9.61068  0.349
97 H -5.93423 -0.63701 6.27748  0.382
98 H -3.21640 -3.96823 3.33770  0.394
99 H 4.85261 -2.13226 3.60262  0.411
100 H -8.02241 -0.71881 3.13946  0.436
101 H -0.63243 2.72277 -7.06320  0.354
102 H -4.85737 -3.88892 3.93454  0.304
103 H 2.67103 1.48411 -0.49661  0.211
104 H -2.10128 2.18686 -6.29165  0.311

Results
charge	+1
⟨S²⟩	2.008
spin multiplicity	3
E	-96566.0447	eV

3.
Computed, not measured: 9 unconnected molecules or ions with the total composition C23H67N5O9 in a non-equilibrium geometry, with ωB97M-V/def2-TZVPD.

Each line ends with the Mulliken charge.
Geometry (Å):
1 O 0.24471 0.83508 5.88301  -0.513
2 O 1.00119 -1.66988 -2.70530  -0.485
3 O 5.99205 3.16861 0.03923  -0.404
4 O 1.00525 4.79329 -2.20668  -0.731
5 O -3.88951 4.78482 1.62405  -0.599
6 O -0.15817 -0.79631 -0.26977  0.891
7 O -3.78890 -4.83549 -1.72971  -0.349
8 O 3.29856 -4.28633 1.78963  -0.373
9 O -4.81803 1.58124 -2.89142  -0.512
10 N -2.42453 -2.26841 0.53570  -0.516
11 N 0.12603 -2.27465 2.26530  -0.566
12 N 3.53151 1.53739 0.48029  -0.412
13 N 2.28754 3.03970 -2.38368  -0.187
14 N 2.15407 4.06402 -0.48273  -0.214
15 C 4.76419 1.13033 -0.21079  0.390
16 C -2.88644 -4.37032 -0.75719  -1.014
17 C -5.55987 1.27620 -0.76077  -0.980
18 C 0.18729 1.86016 4.93556  -0.485
19 C 5.35620 2.37044 -0.91831  -0.438
20 C 0.43990 -4.26366 1.02326  -1.099
21 C -3.58838 3.44447 1.93711  0.968
22 C 1.72074 3.97934 -1.70025  0.665
23 C -0.50707 1.28717 3.67847  -0.503
24 C 6.25559 4.45884 -0.54901  -0.726
25 C 4.74500 -3.96378 1.62304  -0.629
26 C -0.12294 -1.15687 -4.61985  -1.379
27 C -3.61778 -6.10893 -2.13777  -0.776
28 C 0.49877 -0.56462 -3.40082  0.203
29 C 2.46956 -3.10953 1.97571  -0.082
30 C -5.24860 2.32036 -1.81690  -0.150
31 C 0.16768 0.62196 -0.15729  0.391
32 C -3.18668 -2.81197 -0.62960  0.516
33 C 4.49136 -0.04074 -1.13923  -1.340
34 C -2.82991 -2.05252 -1.90908  -0.875
35 C -4.33260 3.13494 3.24300  -1.146
36 C 0.95929 -3.45239 2.22535  0.250
37 C -1.17795 1.43250 0.04846  -1.487
38 H 0.77977 1.24602 6.56596  0.308
39 H -0.91171 -0.48580 -4.95984  0.341
40 H -4.83660 4.90993 1.52945  0.316
41 H 0.84813 -4.04296 3.13472  0.375
42 H 1.08724 -5.13908 0.97131  0.569
43 H -4.48952 2.17984 -3.56623  0.293
44 H -1.92771 1.31218 -0.73351  0.249
45 H -3.88180 -6.72963 -1.28155  0.312
46 H 0.20531 -1.09658 -1.10603  -0.441
47 H -5.25071 2.59196 3.01866  0.311
48 H 2.30247 3.13695 -3.38888  0.216
49 H -3.48663 -2.36557 -2.72076  0.527
50 H -2.61353 -1.28226 0.64476  0.240
51 H 1.19463 0.24590 -3.61744  0.296
52 H 5.45376 0.65987 0.49010  0.496
53 H -4.24740 -2.79343 -0.37935  0.370
54 H -1.83154 -4.57381 -0.94128  0.296
55 H 6.17714 2.09391 -1.57988  0.492
56 H 1.79638 -1.98193 -3.14335  0.276
57 H -2.51114 3.33048 2.05826  -0.035
58 H -6.08785 1.77958 0.04915  0.366
59 H 0.56862 -1.39704 -5.42742  0.416
60 H -2.95306 -0.99268 -1.68618  0.024
61 H 5.29703 4.92178 -0.78344  0.284
62 H 5.17200 -4.81140 1.08702  0.286
63 H -4.33325 -6.25827 -2.94641  0.252
64 H -6.32833 0.58550 -1.10788  0.411
65 H -0.30529 -0.11151 -2.82094  0.011
66 H 2.62135 -2.38611 1.17465  -0.299
67 H -3.93900 2.76140 1.16344  -0.414
68 H 2.86022 -2.53078 2.81269  0.489
69 H -2.60994 -6.36703 -2.46293  0.298
70 H 3.89008 -0.86567 -0.75707  0.151
71 H -1.72081 1.03908 0.90790  0.131
72 H -4.35466 2.84141 -1.47415  0.276
73 H 4.62155 2.96297 -1.46358  0.228
74 H 0.30240 -1.77463 1.40568  -0.220
75 H -0.97662 2.48628 0.24115  0.678
76 H 2.84018 3.43904 -0.08428  0.179
77 H 3.71567 2.07143 1.31754  0.302
78 H 5.33183 -3.94152 2.54132  0.296
79 H 0.81210 0.84197 0.69385  -0.243
80 H -3.18103 -4.90112 0.14810  0.576
81 H 0.78048 0.98971 -0.98030  0.226
82 H -6.17246 2.83408 -2.08275  0.336
83 H -0.54559 1.97712 2.83552  0.162
84 H -0.35647 2.69942 5.36921  0.300
85 H -4.72144 0.63403 -0.49107  0.002
86 H -1.46185 -2.15146 0.25342  -0.183
87 H -0.54835 -4.71447 1.11391  0.289
88 H -3.67959 2.52654 3.86874  0.267
89 H 3.90425 0.31207 -1.98714  0.218
90 H -1.78135 -2.24182 -2.13885  0.046
91 H 6.70734 5.01278 0.27389  0.280
92 H 1.17209 2.21492 4.63156  0.263
93 H -0.61878 -2.07222 -4.29680  0.308
94 H -1.57657 1.10521 3.78407  0.287
95 H 6.92446 4.42557 -1.40901  0.291
96 H 0.49666 -3.64097 0.13043  0.016
97 H -0.81831 -2.60932 2.13753  0.396
98 H 4.99027 -3.05365 1.07567  0.160
99 H -0.15753 0.30012 3.37572  0.179
100 H -4.61547 4.03510 3.78869  0.341
101 H 1.91101 4.94506 -0.05286  0.212
102 H 3.07699 0.67143 0.73253  -0.037
103 H 3.01740 2.57396 -1.86360  -0.389
104 H 5.41397 -0.47631 -1.52287  0.440

Results
energy relative to the best compared isomer or geometry (same formula, charge and spin)	256.03	kJ/mol
SMILES	COC[C@H](C)N.COC[C@H](C)N.COC[C@H](C)N.NC(N)=O.CCO.CCO.CCO.CCO.CCO
E	-50811.1191	eV